Arrangement A

{
  "formula": "C2H2N2O4",
  "method": "wB97M-V/def2-TZVPD",
  "species": ["N", "O", "C", "O", "H", "O", "O", "H", "C", "N"],
  "xyz": [[1.20188, 1.33308, 0.81982], [-2.81398, 0.54201, 0.92129], [-1.94296, 0.01790, 0.36041], [-1.36999, -0.74903, -0.33761], [0.92012, -1.71717, -0.02982], [1.33783, -0.98838, 0.46013], [1.01905, 0.40246, -1.33376], [0.60035, -0.32517, -1.82466], [1.06923, 0.19591, -0.03840], [-0.02152, 1.28838, 1.00259]],
  "lumo_ev": 0.01,
  "homo_lumo_gap_ev": 8.167
}


Arrangement B

{
  "formula": "C2H2N2O4",
  "method": "wB97M-V/def2-TZVPD",
  "species": ["H", "N", "O", "O", "O", "H", "C", "N", "C", "O"],
  "xyz": [[-2.44422, 0.87785, -0.71661], [-0.08243, 0.12989, 1.43011], [1.64517, -2.15892, -0.40723], [1.10183, -0.56458, 1.22884], [0.05345, 0.11279, -2.29845], [0.40208, 1.06000, 1.92447], [1.10178, -0.99980, -0.13424], [-0.48480, 0.32924, -0.00411], [0.19846, -0.05165, -1.03868], [-1.49132, 1.26519, 0.01590]],
  "lumo_ev": -0.57,
  "homo_lumo_gap_ev": 9.735
}


Verdict on stability: arrangement A comes out on top.


Arrangement A

{
  "formula": "C5H9N2O",
  "method": "wB97M-V/def2-TZVPD",
  "species": ["H", "H", "C", "H", "C", "H", "N", "H", "C", "H", "C", "C", "H", "H", "H", "O", "N"],
  "xyz": [[-1.89300, -2.15457, 1.86101], [-1.88570, -0.08460, 3.27555], [-0.33085, 0.92077, 0.51610], [1.22291, -1.62390, -1.44324], [0.98076, -0.63946, -1.10721], [-2.74138, -1.11864, 0.75544], [-0.75870, -1.41417, 0.32464], [0.49121, 1.63954, 0.54179], [-1.60461, -0.09956, 2.23525], [2.58013, 0.04698, -2.16555], [0.01810, -0.46300, -0.11001], [-1.78451, -1.22233, 1.29312], [2.27560, 0.99002, -0.82808], [1.30961, 1.12122, -2.18681], [-1.16103, 1.32710, -0.07452], [-0.75269, 0.82026, 1.88174], [1.83463, 0.46010, -1.59489]],
  "lumo_ev": -4.93,
  "charge": 1,
  "homo_lumo_gap_ev": 6.060
}


Arrangement B

{
  "formula": "C5H9N2O",
  "method": "wB97M-V/def2-TZVPD",
  "species": ["H", "C", "C", "C", "C", "H", "H", "C", "O", "H", "H", "N", "H", "H", "H", "H", "N"],
  "xyz": [[2.00181, -1.27355, 1.43918], [-1.89658, -0.78702, 0.67366], [-0.81427, -0.18094, 0.14985], [1.74418, -0.45472, 0.81330], [2.61885, 0.24736, -0.14583], [-1.22443, 1.69680, -0.07937], [0.98647, 1.70879, -0.73543], [1.33455, 0.57290, -0.82459], [-1.17894, 0.89272, -0.57832], [1.23024, 0.36414, -1.86366], [-1.75218, -1.52741, 1.40922], [-3.17346, -0.63293, 0.19100], [3.22229, -0.37717, -0.81734], [-3.10891, 0.02547, -0.70043], [-3.95875, -1.15147, 0.62829], [3.37761, 1.03260, 0.23876], [0.59152, -0.15555, 0.20170]],
  "lumo_ev": [-4.80, -4.80],
  "charge": 1,
  "homo_lumo_gap_ev": [7.560, 7.558]
}


Verdict on stability: arrangement B comes out on top.


Arrangement A

{
  "formula": "C5H9N2O",
  "method": "wB97M-V/def2-TZVPD",
  "species": ["H", "N", "C", "H", "C", "H", "O", "H", "H", "C", "H", "H", "N", "H", "C", "H", "C"],
  "xyz": [[3.02490, 0.38003, 0.22184], [1.25867, 1.54632, 0.00249], [-0.85150, 0.27635, 0.37433], [-2.35925, 0.67207, -1.16527], [0.35163, -1.17754, 0.59160], [2.43006, 0.26833, -1.40606], [-1.78249, 0.14736, 1.34327], [-1.71458, 0.99705, 1.83073], [-0.42844, 2.36019, 0.42623], [1.58846, -0.91060, 0.19933], [2.42072, -1.57023, 0.56452], [-0.26104, -2.02605, 0.95739], [-1.57408, -0.01076, -0.97869], [-2.08467, -1.02627, -0.93643], [2.13133, 0.37713, -0.29530], [-0.97046, -0.38480, -1.76235], [0.03190, 1.40066, 0.30588]],
  "lumo_ev": -4.06,
  "charge": 1,
  "homo_lumo_gap_ev": 9.572,
  "smiles": "[NH3+][C@@]1(O)C=CCN=C1"
}


Arrangement B

{
  "formula": "C5H9N2O",
  "method": "wB97M-V/def2-TZVPD",
  "species": ["C", "N", "H", "H", "C", "H", "H", "H", "N", "H", "C", "H", "C", "C", "H", "O", "H"],
  "xyz": [[-0.71019, -0.61124, 1.42163], [0.52696, -0.75459, 0.85075], [-0.90222, 2.48212, -1.17918], [1.50318, -2.13065, 2.15903], [-1.16996, 1.47305, -1.56437], [2.38323, -0.70177, 1.54993], [-0.56308, 1.32330, -2.46906], [2.23560, -1.95289, 0.42013], [-0.73037, 0.52024, -0.46587], [1.34695, 0.57249, -1.99332], [1.70685, -1.41638, 1.24870], [-1.05051, -0.78590, 2.34905], [-1.49870, 0.22378, 0.63046], [0.44306, -0.03368, -0.25755], [-2.39481, 0.79328, 0.75498], [1.62460, -0.03109, -1.29487], [-2.21912, 1.34776, -1.67801]],
  "lumo_ev": -3.16,
  "charge": 1,
  "homo_lumo_gap_ev": 10.847,
  "smiles": "Cn1cc[n+](C)c1O"
}


Arrangement C

{
  "formula": "C5H9N2O",
  "method": "wB97M-V/def2-TZVPD",
  "species": ["C", "C", "N", "H", "C", "H", "H", "C", "O", "H", "N", "H", "H", "C", "H", "H", "H"],
  "xyz": [[1.64498, 0.69708, -1.90625], [-2.53510, 0.31529, 0.46445], [0.79896, -0.77186, -0.05289], [2.27282, 0.16412, -2.64546], [-1.48864, 0.78135, 0.76906], [1.01236, 1.35940, -2.51013], [-0.65289, 1.28219, 1.28829], [0.86781, -0.34309, -1.26171], [0.20588, -0.97075, -2.14139], [-0.35884, -0.11445, 2.26380], [0.53182, -0.66389, 2.24488], [1.02923, -0.84507, 3.14434], [2.17955, -1.36821, 1.49173], [1.29469, -0.82640, 1.16692], [-0.18153, -1.86362, -1.89820], [2.24421, 1.19734, -1.20974], [-3.36999, -0.39504, 0.29622]],
  "lumo_ev": -3.99,
  "charge": 1,
  "homo_lumo_gap_ev": 10.385
}


Verdict on stability: arrangement B comes out on top.


Arrangement A

{
  "formula": "C3H2N4S",
  "method": "wB97M-V/def2-TZVPD",
  "species": ["N", "N", "C", "H", "C", "S", "H", "N", "N", "C"],
  "xyz": [[-1.62711, -1.05130, 0.57004], [-0.71623, -0.20826, 1.04653], [0.34563, 0.41114, 0.53521], [2.35965, -0.48470, -0.05062], [1.20141, -0.51581, -0.16862], [0.76246, 1.95340, 0.82874], [-2.35625, -1.27701, -1.15398], [0.90009, -0.99033, -1.38015], [-0.42727, -0.97945, -1.58437], [-1.39859, -1.04322, -0.80319]],
  "lumo_ev": -2.23,
  "homo_lumo_gap_ev": 7.439,
  "smiles": "S=c1cnncnn1"
}


Arrangement B

{
  "formula": "C3H2N4S",
  "method": "wB97M-V/def2-TZVPD",
  "species": ["C", "H", "N", "N", "N", "H", "C", "S", "N", "C"],
  "xyz": [[0.49369, -1.36602, 0.17194], [1.06825, 2.27428, 0.20080], [-0.67498, 1.24105, 0.56830], [1.06487, 0.51158, -0.96704], [1.12879, -0.72453, -0.88068], [1.06643, -2.17462, 0.53801], [0.50476, 1.34935, 0.07079], [-2.72593, -0.09699, -0.59077], [-0.61880, -1.05239, 0.69433], [-1.30708, 0.03830, 0.19433]],
  "lumo_ev": -1.47,
  "homo_lumo_gap_ev": 7.798,
  "smiles": "S=c1ncnncn1"
}


Verdict on stability: arrangement B comes out on top.